The following is a DFT calculation (ωB97M-V/def2-TZVPD) of C24H61CrN5O9 as an isolated structure.

Values from the calculation:
charge: +1
frontier orbital gap (spin up / spin down): 5.2 / 6.8 eV
2S+1: 4
<S²>: 3.87
E_HOMO (spin up / spin down): -11.0 / -11.0 eV
E_LUMO (spin up / spin down): -5.76 / -4.19 eV
energy relative to the best compared isomer or geometry (same formula, charge and spin): 5.6 kcal/mol

The geometry in XYZ format:
```
100
Properties=species:S:1:pos:R:3:lowdin_spin:R:1
Cr -15.63 -22.77 7.96 3.156
C -19.41 -21.27 8.11 -0.005
C -18.02 -21.82 8.07 0.000
O -17.13 -21.32 7.36 -0.060
O -17.62 -22.84 8.70 -0.111
H -19.74 -20.97 9.10 0.000
H -20.15 -22.03 7.83 0.000
H -19.49 -20.45 7.40 -0.001
C -14.05 -21.54 11.51 -0.001
C -14.80 -21.97 10.30 0.008
O -15.10 -21.20 9.34 -0.039
O -14.95 -23.19 10.00 0.009
H -14.64 -20.97 12.22 0.000
H -13.16 -21.00 11.18 0.000
H -13.61 -22.35 12.09 0.000
C -17.93 -25.24 4.98 0.000
C -17.20 -24.85 6.28 0.004
C -16.43 -25.87 7.04 0.001
O -15.96 -25.21 8.21 0.038
C -15.19 -26.13 8.96 0.002
N -16.25 -23.70 6.07 -0.004
H -18.78 -25.87 5.27 0.000
H -17.34 -25.85 4.29 0.000
H -18.15 -24.32 4.44 0.000
H -18.01 -24.52 6.94 0.000
H -15.60 -26.28 6.45 0.000
H -17.09 -26.69 7.35 0.001
H -14.30 -26.47 8.43 0.000
H -15.78 -26.96 9.37 0.001
H -14.75 -25.66 9.84 0.000
H -16.61 -23.17 5.28 0.000
H -15.52 -24.22 5.57 0.002
C -18.80 -18.61 10.51 0.000
C -17.76 -19.09 11.46 0.000
C -17.79 -20.59 11.82 0.000
O -19.10 -21.00 12.13 0.000
C -19.11 -22.40 12.28 0.000
N -16.44 -18.75 10.93 0.000
H -18.74 -19.10 9.53 0.000
H -18.65 -17.56 10.29 0.000
H -19.82 -18.80 10.85 0.000
H -17.90 -18.59 12.43 0.000
H -17.18 -20.76 12.72 0.000
H -17.39 -21.19 11.00 0.000
H -18.53 -22.71 13.15 0.000
H -18.77 -22.85 11.34 0.000
H -20.14 -22.70 12.49 0.000
H -15.63 -19.02 11.48 0.000
H -16.34 -19.23 10.04 0.000
C -20.69 -27.69 9.36 0.000
C -19.79 -26.55 8.82 0.000
C -19.97 -25.30 9.67 -0.001
O -21.32 -24.90 9.61 0.000
C -21.69 -23.87 10.50 0.000
N -18.39 -26.98 8.81 0.000
H -20.53 -27.93 10.42 0.000
H -20.50 -28.60 8.80 0.000
H -21.74 -27.41 9.39 0.000
H -20.11 -26.38 7.80 0.000
H -19.28 -24.50 9.36 0.000
H -19.73 -25.58 10.70 0.000
H -21.48 -24.17 11.54 0.000
H -22.71 -23.50 10.41 0.000
H -21.01 -23.01 10.40 0.000
H -18.24 -27.92 8.46 0.000
H -18.02 -27.04 9.76 0.000
C -18.75 -18.57 3.54 0.000
C -19.49 -19.44 2.51 0.000
C -20.41 -20.46 3.19 0.000
O -19.71 -21.25 4.13 0.000
C -20.49 -22.16 4.85 0.000
N -20.26 -18.57 1.60 0.000
H -18.35 -17.68 3.05 0.000
H -17.95 -19.12 4.04 0.000
H -19.45 -18.22 4.30 0.000
H -18.71 -19.97 1.96 0.000
H -20.77 -21.09 2.37 0.000
H -21.27 -19.96 3.64 0.000
H -19.96 -23.03 5.24 0.000
H -21.21 -22.55 4.12 0.000
H -20.97 -21.68 5.71 0.000
H -21.11 -18.26 2.06 0.000
H -19.71 -17.74 1.46 0.000
C -22.87 -23.19 6.90 0.000
C -23.38 -24.54 6.42 0.000
C -23.09 -24.84 4.98 0.000
O -21.71 -25.12 4.78 0.000
C -21.39 -25.32 3.43 0.000
N -22.80 -25.59 7.29 0.000
H -21.77 -23.14 6.88 0.000
H -23.15 -22.94 7.92 0.000
H -23.18 -22.31 6.33 0.000
H -24.46 -24.42 6.61 0.000
H -23.40 -23.99 4.37 0.000
H -23.65 -25.75 4.72 0.000
H -21.49 -24.39 2.85 0.000
H -21.95 -26.12 2.95 0.000
H -20.32 -25.51 3.32 0.000
H -22.45 -25.10 8.13 0.000
H -21.92 -25.89 6.87 0.000
```